1.
Computed, not measured: a cluster of 9 separate species, C33H72BF3N11O12 in total at a distorted geometry, with the ωB97M-V functional and the def2-TZVPD basis.

Geometry as XYZ:
```
132
Properties=species:S:1:pos:R:3:forces:R:3
C -7.806 5.345 0.500 -0.14 -0.08 -0.02
H 4.488 -2.497 -0.441 0.47 0.68 1.62
O -7.040 -5.708 -2.212 -0.05 0.18 -0.37
H -8.699 -5.511 -4.092 0.18 0.06 0.10
O -1.606 -0.120 3.728 0.31 -0.31 -0.22
F 6.825 -2.344 3.117 0.34 1.81 -2.57
H -8.267 6.335 0.498 0.07 -0.02 -0.17
H 2.432 -2.827 0.238 0.73 -0.01 1.49
B 0.168 -3.402 1.798 -1.47 -1.16 -0.18
H -8.589 4.601 0.643 0.17 0.07 0.10
C -2.714 0.391 3.556 -0.22 -0.03 -0.11
C -7.906 -4.778 -4.238 -0.13 -0.04 -0.07
C -5.272 -6.286 0.207 -0.09 -0.10 0.16
H -3.973 1.525 4.863 -0.23 -0.17 0.04
H -4.058 2.540 1.592 -0.27 0.04 0.02
O -5.081 2.642 6.280 -0.06 0.22 0.18
H 4.855 -2.291 -6.477 0.16 0.16 -0.01
H 7.938 -0.012 -7.972 0.00 -0.07 0.08
H 0.325 -0.722 1.586 1.49 -0.21 0.55
H 8.914 0.072 -5.711 0.14 -0.15 0.20
C -6.124 5.970 5.342 0.00 -0.23 -0.45
N -5.652 4.604 5.366 0.27 -0.28 0.62
H 4.524 -1.189 4.316 0.86 -0.37 -1.17
F 8.557 -1.885 1.754 -3.17 0.42 0.40
O 3.664 -0.671 -4.689 -0.15 0.07 0.38
N 7.667 -0.618 -7.211 -0.38 -0.15 0.05
N -5.838 -4.053 -3.122 -0.29 -0.19 -0.13
C 6.755 3.240 0.306 0.04 0.05 0.44
H -5.452 -2.070 -3.570 0.00 0.13 -0.26
H -4.715 0.958 1.116 -0.21 0.14 0.06
C 1.510 -2.595 2.252 0.21 0.50 0.51
C 7.019 3.275 -1.175 -0.09 -0.08 -0.10
H 4.746 -0.804 0.204 0.64 -1.49 0.42
H -7.419 -4.981 -5.194 -0.08 0.16 -0.03
C 8.631 -0.880 -6.165 0.14 0.29 -0.39
H 0.620 0.396 -7.371 -0.21 0.16 0.04
O 0.951 -0.042 -0.836 3.98 -0.60 1.45
H -5.218 5.188 8.034 -0.17 0.06 0.02
H 7.381 3.818 2.101 0.06 0.05 -0.09
H -3.322 0.038 5.565 0.03 0.06 -0.17
C -5.434 7.128 0.655 0.34 0.00 0.36
H -5.216 -4.190 -2.338 -0.09 0.08 -0.07
H 3.588 0.946 0.848 -1.66 -0.27 0.15
O 7.103 -1.670 -0.524 -1.20 -0.24 0.78
C 3.626 -1.042 2.412 0.03 -0.48 -0.14
C 6.434 -2.284 0.620 -0.14 0.76 -1.07
H -4.526 -3.260 -4.512 -0.06 0.20 -0.21
H -5.668 3.556 8.550 0.01 0.03 -0.20
C 2.132 -0.168 -0.407 -4.38 1.25 -0.51
C 4.875 -1.912 0.472 1.35 0.07 -0.40
H -5.398 4.171 4.489 -0.34 0.08 -0.04
N 2.260 0.337 -6.110 0.15 -0.22 0.60
C 2.565 -0.159 -4.884 0.29 0.02 -0.51
N 2.415 -0.235 2.187 1.42 -0.70 -1.29
H 1.744 -2.905 3.341 -0.19 0.37 -1.50
H 9.515 -1.335 -6.617 0.09 -0.05 0.28
H -7.011 6.013 4.706 0.00 0.21 0.07
H -1.233 -2.304 2.743 -0.03 0.17 -0.84
H -6.901 4.605 7.833 0.09 0.15 0.05
C -5.506 -3.029 -4.089 0.32 -0.07 0.41
N 4.032 -2.233 1.674 -3.28 2.09 1.17
H -7.317 5.153 -0.457 -0.08 0.17 -0.02
C -3.732 0.481 4.658 0.28 -0.11 -0.08
H -4.450 6.913 0.231 -0.07 0.20 -0.19
C 1.153 -1.032 2.295 -0.45 -1.19 2.12
H -3.491 -4.053 1.948 0.09 -0.08 -0.11
H 2.839 -0.808 -1.027 -0.32 0.77 0.95
N 7.625 3.886 1.123 -0.43 -0.33 -0.44
H 9.670 4.173 1.260 0.13 0.16 -0.17
O -6.929 4.418 2.523 0.12 0.10 -0.13
H 0.744 -0.843 3.356 0.38 -0.11 -1.75
H -1.877 -5.887 1.662 0.15 -0.12 -0.25
H -4.873 -7.212 0.627 0.12 0.02 -0.14
H 6.490 -2.908 -6.196 0.05 0.06 0.10
C 7.156 -1.684 1.909 2.34 -0.04 0.31
H -6.240 -2.966 -4.890 0.04 -0.08 0.13
C 1.033 0.974 -6.541 0.30 -0.03 -0.34
H -4.865 -6.116 -0.790 -0.02 -0.23 0.04
C -5.496 3.785 6.439 0.08 -0.16 -0.38
C -6.910 -4.893 -3.115 0.01 -0.36 0.52
N -3.630 -4.844 1.335 -0.40 -0.16 -0.16
F 7.007 -0.271 2.014 -0.20 -3.24 0.14
H 0.932 -5.214 1.801 -0.47 0.37 -0.96
O 0.295 -4.723 1.230 0.60 1.79 1.77
H 6.644 -3.409 0.504 -0.48 1.64 0.83
H -4.634 -0.069 4.381 -0.07 0.19 0.03
H -6.371 6.341 6.334 0.09 -0.12 -0.07
O -5.813 -4.441 1.632 0.16 -0.09 -0.12
H 8.236 -1.543 -5.398 -0.04 0.07 -0.15
H 7.982 2.811 -1.397 0.01 0.17 -0.07
N -3.047 0.896 2.340 0.29 -0.24 0.58
C 1.528 -0.059 -3.799 0.08 -0.05 -0.07
H 0.628 -0.608 -4.085 -0.06 0.17 0.08
H -2.314 0.799 1.652 -0.13 0.02 0.01
H 1.885 1.561 1.104 0.49 -1.76 -0.47
H 1.273 1.979 -6.893 -0.27 0.02 0.00
H 3.008 0.232 -6.784 -0.06 0.00 -0.01
C 5.880 -2.003 -6.246 0.05 -0.20 0.02
C 2.764 -2.960 1.333 -1.81 -1.59 -0.80
C -4.944 -5.126 1.108 -0.31 0.28 0.32
C -2.463 -5.522 0.817 -0.20 0.36 0.24
O 5.707 -0.764 -8.284 -0.01 -0.01 0.22
C -5.845 4.326 7.799 -0.01 -0.09 0.17
O 5.789 2.652 0.783 -0.18 -0.26 -0.03
C 8.813 4.631 0.762 -0.02 0.04 0.46
C 6.394 -1.088 -7.324 -0.15 0.18 -0.43
C -6.810 5.240 1.623 0.12 -0.21 0.38
H 1.287 0.987 -3.603 -0.18 -0.09 0.00
C 2.483 0.596 0.946 2.29 0.62 -0.89
H -5.127 5.964 2.402 -0.04 0.07 -0.11
H 6.437 -1.197 -1.070 0.68 -0.35 0.51
H 8.699 5.656 1.122 0.21 0.03 -0.16
H -6.168 7.184 -0.146 0.04 -0.08 0.14
N -5.750 6.095 1.619 -0.39 -0.30 -0.08
H 2.932 -4.093 1.452 0.08 1.76 -0.21
C -4.286 1.530 1.941 0.22 -0.01 -0.33
H -6.354 -6.385 0.123 0.19 0.16 -0.02
H 5.884 -1.488 -5.284 0.00 -0.16 -0.02
H 7.003 4.306 -1.536 0.16 -0.08 -0.06
H 0.298 1.035 -5.742 0.14 -0.05 -0.03
H 1.921 -0.498 -2.886 -0.02 0.00 -0.36
H -5.004 1.582 2.757 0.15 -0.03 -0.04
H -2.724 -6.357 0.169 -0.12 0.10 0.10
H 8.982 4.642 -0.312 -0.10 -0.05 0.12
H 4.890 0.259 3.368 -1.16 0.06 0.71
H 6.240 2.717 -1.694 0.05 0.07 0.16
H -1.869 -4.799 0.258 0.10 -0.30 -0.06
N 4.422 -0.653 3.446 -0.13 0.18 -1.17
H -5.393 8.086 1.178 0.00 0.11 -0.27
H -8.352 -3.782 -4.244 0.06 -0.02 -0.17
H -5.341 6.595 4.905 -0.14 0.27 0.12
O -1.154 -2.872 1.942 2.58 -0.81 0.53
```
Forces are in eV/Å.

Results
- Net charge: +1
- Frontier orbital gap: 0.179 hartree
- Energy relative to the best compared isomer or geometry (same formula, charge and spin): 4.0779 eV
- E_tot: -3130.0705 Eh

Here are the Löwdin charges for atoms 1 to 99, given in e:
1. C -0.0053
2. H 0.1595
3. O 0.0338
4. H 0.0862
5. O -0.0129
6. F 0.0702
7. H 0.0891
8. H 0.1386
9. B -0.4895
10. H 0.0883
11. C -0.5238
12. C -0.0100
13. C -0.0205
14. H 0.0519
15. H 0.0800
16. O 0.0143
17. H 0.0781
18. H 0.1408
19. H 0.1315
20. H 0.0801
21. C -0.0801
22. N 0.0121
23. H 0.1574
24. F 0.0798
25. O 0.0090
26. N 0.0005
27. N 0.0047
28. C -0.5508
29. H 0.0815
30. H 0.0879
31. C -0.1337
32. C -0.0070
33. H 0.1255
34. H 0.0851
35. C -0.0812
36. H 0.0878
37. O 0.0086
38. H 0.0854
39. H 0.1415
40. H 0.0915
41. C -0.0727
42. H 0.1320
43. H 0.1225
44. O -0.0274
45. C -0.1622
46. C -0.1810
47. H 0.0809
48. H 0.0852
49. C -0.1620
50. C -0.0764
51. H 0.1139
52. N 0.0175
53. C -0.5321
54. N -0.0625
55. H 0.1648
56. H 0.0839
57. H 0.0785
58. H 0.0989
59. H 0.0878
60. C -0.0811
61. N -0.0073
62. H 0.0872
63. C -0.0041
64. H 0.0836
65. C -0.1126
66. H 0.1235
67. H 0.1179
68. N 0.0088
69. H 0.0879
70. O 0.0191
71. H 0.1360
72. H 0.0812
73. H 0.0865
74. H 0.0857
75. C -0.3608
76. H 0.0751
77. C -0.0701
78. H 0.0654
79. C -0.5297
80. C -0.5373
81. N 0.0093
82. F 0.0654
83. H 0.1185
84. O 0.0788
85. H 0.1850
86. H 0.0996
87. H 0.0773
88. O 0.0250
89. H 0.0724
90. H 0.0892
91. N 0.0109
92. C -0.0103
93. H 0.0972
94. H 0.1348
95. H 0.1610
96. H 0.0865
97. H 0.1447
98. C -0.0280
99. C -0.1186

2.
Computed, not measured: a cluster of 6 separate species, C33H72ClN2O12 in total at a distorted geometry, with the ωB97M-V functional and the def2-TZVPD basis.

Geometry as XYZ:
```
120
Properties=species:S:1:pos:R:3:forces:R:3
H 1.476 4.950 -2.627 0.09 -0.19 -0.09
H 8.702 3.357 -5.825 -0.07 -0.01 -0.01
C 0.989 -1.661 -1.049 -0.13 1.50 -0.09
O 8.148 2.999 -8.369 0.03 -0.45 0.18
O -6.753 0.815 5.492 0.27 0.39 0.00
H 1.032 -0.932 -1.993 -0.29 -1.89 2.09
H 5.249 -0.405 3.682 -0.03 0.00 -0.04
H -4.019 -0.838 -2.889 -0.43 -1.64 1.51
O 3.713 3.851 -3.674 -0.34 -0.38 0.02
H -8.295 -7.518 3.855 0.22 0.01 0.05
H -2.404 0.621 -2.734 -0.82 1.52 1.43
C -0.494 -1.401 -0.324 -0.15 0.81 -3.13
H -7.432 -4.671 3.427 0.07 0.03 -0.02
C -4.929 -5.259 3.323 -0.03 -0.34 -0.34
H 7.370 1.061 -8.480 -0.01 0.15 0.17
H -3.027 -3.216 1.008 -1.56 0.83 -1.53
H -3.734 1.852 -1.950 2.04 -1.30 0.15
C 3.511 -2.350 -0.140 0.43 0.27 0.58
H 3.673 1.915 -2.876 -0.04 0.02 -0.03
H 4.429 -1.891 0.469 -2.05 -0.92 -1.31
H -1.865 1.536 1.680 -1.57 0.99 -2.13
C -6.929 -4.245 2.554 0.06 -0.04 -0.18
O 7.673 1.534 -5.836 -0.08 0.45 -0.18
C -2.333 0.667 -0.435 0.23 3.09 0.93
H 5.239 2.750 -2.861 -0.15 0.08 -0.13
O -5.769 -4.988 2.198 -0.17 0.01 0.42
H 7.757 2.973 -4.357 0.04 0.14 0.02
C -3.804 0.474 4.155 0.30 -0.10 -0.08
C 4.482 0.351 3.486 0.43 0.36 -0.04
H -1.663 -3.319 -1.131 0.17 2.69 -0.06
H 2.263 4.489 -4.958 -0.03 -0.03 0.02
C -5.105 -6.697 3.816 -0.18 0.41 0.32
H -0.180 0.714 0.480 -1.37 -1.01 -1.90
H -5.891 0.628 2.937 0.01 0.10 0.15
H 3.238 -3.368 0.398 0.41 2.16 -1.33
C 3.391 1.846 4.965 0.18 0.09 0.14
H -6.707 1.911 7.244 0.08 0.06 0.05
C 4.325 2.588 -3.441 0.16 0.19 0.01
C 2.051 3.333 -0.919 -0.07 -0.25 0.10
H -6.652 2.836 4.969 0.09 -0.17 -0.09
H -1.889 2.277 -1.993 -1.60 -1.98 0.32
H 2.238 2.742 -4.659 -0.01 0.10 0.16
H 4.563 3.379 2.779 -0.01 -0.06 -0.07
C -6.788 1.849 4.505 0.08 -0.48 -0.14
H -5.323 -1.541 -1.651 2.29 -0.41 -1.25
H 2.942 1.094 5.620 -0.13 0.03 -0.01
C -0.758 0.221 -0.439 0.65 0.17 0.72
H -1.553 -1.865 -2.363 0.16 -0.45 2.58
C 7.083 2.070 -8.149 0.02 0.45 0.22
C -4.240 -1.692 -2.120 0.20 0.08 0.76
H -4.154 -2.746 -2.671 -0.22 2.36 1.32
C 2.261 -1.252 -0.101 1.55 0.03 -0.33
H -1.932 2.832 0.204 -1.05 -2.02 1.31
H 2.235 2.445 -0.306 -0.08 0.09 -0.13
H -6.988 -8.636 3.404 -0.04 -0.05 -0.12
O -6.408 -6.904 4.367 0.11 -0.02 -0.49
O 4.639 1.371 4.476 -0.39 -0.12 -0.34
H 2.730 -0.243 -0.534 -1.23 -2.10 0.90
C 6.646 2.060 -6.682 0.30 -0.42 -0.17
H 6.345 3.065 -6.355 0.12 -0.10 -0.11
C -3.795 -2.881 0.192 -0.32 -0.60 -1.23
H -3.583 2.159 0.942 2.41 -0.72 -0.43
C 8.384 2.558 -5.151 0.07 -0.22 0.07
H -7.257 -7.136 2.467 0.06 -0.01 0.02
C -2.661 1.378 -1.877 0.81 0.05 0.08
H 9.497 1.844 -9.428 0.07 -0.08 0.04
H 0.343 3.940 -3.540 0.01 0.03 -0.06
H 2.699 2.089 4.154 0.02 -0.06 -0.02
C 4.064 3.179 1.826 -0.15 -0.01 -0.05
H -5.116 1.693 6.455 -0.07 0.00 -0.03
H 5.778 1.401 -6.578 0.00 0.01 -0.04
H -5.865 2.375 2.637 -0.06 0.00 0.00
N 0.137 -4.368 1.667 -3.78 10.86 -2.73
H 4.645 0.081 1.358 0.02 0.00 0.04
C -7.274 -7.582 3.465 -0.08 0.05 0.25
H 3.573 2.755 5.547 0.09 -0.19 -0.09
O -0.507 -1.732 1.110 0.68 -4.72 -0.22
H -3.536 0.013 3.200 -0.07 0.03 0.35
O 1.375 2.929 -2.104 0.19 0.32 -0.08
H 1.421 4.025 -0.351 0.07 0.08 0.05
C -1.684 -2.128 -1.206 -0.32 -0.16 -0.52
C 1.340 3.963 -3.091 0.06 -0.46 -0.17
Cl 1.123 -3.389 -1.788 -0.14 1.51 0.81
H -4.841 -2.619 0.655 2.24 -0.36 -0.79
O -4.415 1.737 3.921 -0.47 -0.18 -0.01
H 3.178 3.817 1.758 0.07 -0.18 -0.02
N -3.311 -0.398 -0.003 2.18 -0.99 1.07
H 6.242 2.397 -8.768 -0.03 -0.02 0.03
H 10.193 3.124 -8.409 -0.21 -0.04 -0.04
H -2.890 0.636 4.735 -0.15 0.12 -0.06
C -5.745 1.609 3.410 0.22 0.36 0.38
H 4.593 2.127 -4.396 0.02 -0.14 0.04
H 2.003 -1.028 1.017 0.11 -0.61 -2.18
C -6.077 1.219 6.676 -0.08 -0.17 -0.02
H 9.275 2.113 -4.698 -0.21 -0.04 -0.08
C 2.383 3.723 -4.185 0.12 0.43 0.34
H -6.655 -3.205 2.757 -0.08 0.03 0.09
H -4.455 -0.198 4.719 -0.06 0.05 0.03
H -7.785 1.826 4.056 0.01 0.02 -0.04
H 3.501 -0.135 3.577 0.10 0.13 -0.08
H -3.896 -5.121 2.990 0.02 -0.03 0.03
H -5.117 -4.540 4.133 -0.05 -0.19 -0.10
O 3.650 1.823 1.719 0.32 0.11 0.20
H -4.902 -7.416 3.010 -0.07 0.18 0.05
H -7.624 -4.265 1.709 0.19 -0.04 0.05
H 9.572 1.643 -7.652 -0.05 0.02 -0.05
H 4.737 3.428 0.999 0.07 0.08 0.05
C -2.457 1.885 0.705 0.52 -0.10 -0.52
H 3.012 3.807 -1.140 -0.07 0.00 -0.04
H -3.990 -3.803 -0.540 0.52 1.86 1.64
C 9.414 2.358 -8.465 0.00 0.18 -0.04
H 3.904 -2.544 -1.234 -1.01 0.34 2.25
H -0.272 0.714 -1.408 -0.92 -1.47 2.01
C -0.261 -3.160 1.361 3.03 -5.68 1.69
O -3.321 -0.605 1.324 -0.12 0.68 -3.16
H -5.894 0.332 7.289 -0.12 0.08 -0.17
C -3.207 -1.673 -0.805 -1.44 -2.72 0.39
C 4.689 0.907 2.075 -0.42 -0.14 0.17
H -4.385 -6.884 4.620 0.00 0.02 -0.05
H 5.677 1.380 1.979 -0.18 -0.04 0.12
```
Forces are in eV/Å.

Results
- Frontier orbital gap (spin up / spin down): 0.340 / 0.317 hartree
- E_tot: -2772.5606 Eh
- Spin multiplicity: 2

Here are the Löwdin charges for atoms 1 to 99, given in e:
1. H 0.1287
2. H 0.0846
3. C -0.5101
4. O -0.1952
5. O -0.1966
6. H 0.1234
7. H 0.1256
8. H 0.0637
9. O -0.1922
10. H 0.0895
11. H 0.0785
12. C -0.3774
13. H 0.0846
14. C -0.1925
15. H 0.1266
16. H 0.0805
17. H 0.1057
18. C -0.1639
19. H 0.0801
20. H 0.0667
21. H 0.1009
22. C -0.1117
23. O -0.1960
24. C -0.4076
25. H 0.0908
26. O -0.2113
27. H 0.0791
28. C -0.1089
29. C -0.1886
30. H 0.1246
31. H 0.1236
32. C -0.1927
33. H 0.1435
34. H 0.1255
35. H 0.0813
36. C -0.1094
37. H 0.0856
38. C -0.1001
39. C -0.1125
40. H 0.1251
41. H 0.0917
42. H 0.1262
43. H 0.0881
44. C -0.1965
45. H 0.1042
46. H 0.0881
47. C -0.0404
48. H 0.1420
49. C -0.1945
50. C -0.0558
51. H 0.1029
52. C -0.2297
53. H 0.0951
54. H 0.0701
55. H 0.0860
56. O -0.1960
57. O -0.1933
58. H 0.1161
59. C -0.2046
60. H 0.1259
61. C -0.0666
62. H 0.0978
63. C -0.1074
64. H 0.0818
65. C -0.0640
66. H 0.0869
67. H 0.1196
68. H 0.0816
69. C -0.1111
70. H 0.0831
71. H 0.1160
72. H 0.1174
73. N 0.1256
74. H 0.0907
75. C -0.1135
76. H 0.0908
77. O -0.0605
78. H 0.0464
79. O -0.2148
80. H 0.0926
81. C -0.0776
82. C -0.1917
83. Cl 0.5458
84. H 0.0915
85. O -0.2019
86. H 0.0877
87. N -0.0975
88. H 0.1221
89. H 0.0899
90. H 0.0919
91. C -0.1976
92. H 0.0749
93. H 0.1156
94. C -0.1134
95. H 0.0913
96. C -0.1909
97. H 0.0821
98. H 0.0847
99. H 0.1203